{"formula": "H3NOS2", "method": "ωB97M-V/def2-TZVPD", "species": ["N", "O", "S", "S", "H", "H", "H"], "positions_angstrom": [[-0.56065, 0.43355, 0.17384], [1.27957, -1.81924, 0.19124], [2.99581, 0.67941, 0.20266], [1.41726, -0.41962, -0.10748], [-0.92672, -0.45766, 0.49122], [-0.80705, 0.79161, 1.08178], [1.50407, -0.50826, -1.56735]], "forces_ev_per_a": [[1.8817, -1.7995, -0.8817], [-0.1317, -0.2907, 1.2172], [-1.3643, -0.6703, 0.5652], [-0.4001, 1.5674, -2.6688], [-0.2038, -1.3522, -1.1088], [1.2764, 1.7279, 0.9993], [-1.0581, 0.8174, 1.8778]], "orbital_gap_ev": [8.2444, 8.2429], "de_lowest_kcal_mol": 67.4, "e_tot_ha": -928.02952, "total_charge": 0, "e_homo_ev": [-9.7472, -9.7469], "lumo_energy_ev": [-1.50, -1.50], "smiles": "N[S@H](=O)=S"}

{"formula": "H3NP2", "method": "ωB97M-V/def2-TZVPD", "species": ["N", "P", "P", "H", "H", "H"], "positions_angstrom": [[-0.61673, -0.48906, -0.75747], [-1.56978, 0.05066, 0.31290], [1.68429, -0.50685, 0.21595], [-2.76638, 0.02990, -0.48678], [1.31367, 0.30889, 1.29641], [1.95493, 0.60646, -0.58101]], "forces_ev_per_a": [[-0.7696, -0.1099, -0.7440], [-0.5185, 0.0621, 0.1361], [1.5843, -0.5947, 0.5334], [-0.1946, 0.1211, 0.0914], [-0.1265, 0.2117, 0.2790], [0.0249, 0.3097, -0.2958]], "orbital_gap_ev": [6.2512, 7.4679], "de_lowest_kcal_mol": 34.7, "e_tot_ha": -739.06807, "total_charge": 0, "e_homo_ev": [-7.1388, -9.8085], "multiplicity": 3, "lumo_energy_ev": [-0.89, -2.34], "s2": 2.0248}

{"formula": "H3O3P3", "method": "ωB97M-V/def2-TZVPD", "species": ["O", "O", "O", "P", "P", "P", "H", "H", "H"], "positions_angstrom": [[-1.23940, 2.04843, 3.02427], [0.07394, 1.56589, -0.87964], [1.77586, 1.01385, 0.86561], [-0.55158, -1.81439, -2.17954], [0.46431, -1.68630, -0.40329], [0.50141, 0.63288, 0.20019], [-0.88337, 1.86615, 2.12709], [0.48150, -1.93145, -3.19285], [-0.62266, -1.69505, 0.43815]], "forces_ev_per_a": [[0.1064, -0.2821, -0.6030], [-0.9054, -0.4883, 0.1850], [-0.1496, -0.6949, 0.7123], [-0.9175, -0.3534, -1.0908], [1.0404, 0.2958, 0.0384], [1.8050, 1.6047, -1.2202], [-0.2917, 0.3335, 0.7701], [0.1370, 0.0993, 0.8245], [-0.8246, -0.5146, 0.3836]], "orbital_gap_ev": [5.4450, 5.4441], "de_lowest_kcal_mol": 54.1, "e_tot_ha": -1251.52239, "total_charge": -2, "e_homo_ev": [0.4534, 0.4535], "lumo_energy_ev": [5.90, 5.90]}

{"formula": "H3O3PS", "method": "ωB97M-V/def2-TZVPD", "species": ["O", "O", "O", "P", "S", "H", "H", "H"], "positions_angstrom": [[-2.13937, 1.28710, -0.08752], [-1.17889, -0.89922, -0.67755], [1.09754, 0.18490, 0.35628], [-2.04693, -0.27354, 0.31943], [2.67596, -0.27349, 0.15856], [-1.61318, 1.57973, -0.84134], [2.66157, -1.29317, 1.04791], [0.54331, -0.31231, -0.27577]], "forces_ev_per_a": [[-0.7874, 1.0722, 0.5785], [2.3022, -2.4608, -2.5939], [-0.1187, 0.1067, -0.3092], [-1.9019, 1.7597, 1.9468], [-0.0659, -0.2351, 0.2219], [0.1608, -0.3703, 0.0200], [0.1508, 0.1185, -0.1566], [0.2601, 0.0091, 0.2926]], "orbital_gap_ev": [8.0042, 4.9532], "de_lowest_kcal_mol": 37.7, "e_tot_ha": -966.93121, "total_charge": 0, "e_homo_ev": [-7.4182, -9.1454], "multiplicity": 3, "lumo_energy_ev": [0.59, -4.19], "s2": 2.0093}